1.
C22H23ClN2O6PdS2 | the ωB97M-V functional and the def2-TZVPD basis

Last column: Mulliken charge in e.
Geometry (Å):
Pd 0.43104 0.37185 -0.71180  -0.2529
O 5.08415 -1.23999 -1.72395  -0.7794
C 5.66759 -0.71522 -0.63673  0.1878
C 7.04555 -0.47860 -0.65235  -0.7218
C 7.67616 0.06013 0.45572  -0.1987
C 6.94250 0.37389 1.59617  -0.8156
C 5.57437 0.13839 1.60817  -0.3635
C 4.91650 -0.40605 0.51149  0.4082
C 3.42977 -0.65711 0.50579  0.6954
O 2.93664 -1.15881 -0.55335  -0.8270
N 2.82754 -0.38625 1.64238  -0.3132
N 1.45350 -0.60016 1.61758  -0.0409
C 0.95533 -0.65331 2.77670  0.0621
S 1.96546 -0.51992 4.25161  -0.1245
C 0.55540 -0.47506 5.38599  -0.5204
C -0.54825 -1.33392 4.79586  -0.5574
S -0.78632 -0.84080 3.07308  -0.0659
H 4.10005 -1.32807 -1.42915  0.4379
H 7.59426 -0.72669 -1.55390  0.3795
H 8.74634 0.24043 0.42920  0.3289
H 7.42958 0.80679 2.46230  0.3566
H 4.97155 0.38298 2.47410  0.4428
H 0.20346 0.55087 5.50938  0.2699
H 0.88936 -0.85158 6.35611  0.3208
H -1.49965 -1.18322 5.31134  0.3217
H -0.27586 -2.38942 4.86289  0.2697
C 1.74488 1.02409 -2.57769  -1.1471
C 1.65134 2.06471 -1.48209  1.0854
C 0.56836 3.14235 -1.60538  -1.2518
O 2.59747 2.25065 -0.70362  -0.6838
H 1.30339 1.37079 -3.51187  0.3978
H 1.19442 0.04274 -2.34185  0.3406
H 2.78042 0.71290 -2.70105  0.3082
H 0.35674 3.37484 -2.65418  0.2998
H 0.92978 4.03695 -1.09810  0.3644
H -0.36215 2.82352 -1.12928  0.2417
C -6.46693 1.40563 -2.16969  -1.3263
C -6.10959 0.01854 -1.72085  0.8400
C -7.07499 -0.95299 -1.51437  -0.7107
C -6.70628 -2.22234 -1.09814  0.2793
Cl -7.95435 -3.43679 -0.85275  -0.2850
C -5.38372 -2.53975 -0.86698  -0.9438
C -4.39923 -1.57890 -1.06472  -0.4720
C -4.76013 -0.30766 -1.50419  0.6852
O -3.88809 0.68109 -1.75685  -0.4721
C -2.46995 0.38227 -1.73240  -0.5977
C -1.87931 0.27897 -0.29818  0.8278
O -1.73808 1.37311 0.30614  -0.6981
O -1.66670 -0.88247 0.14418  -0.7163
H -7.55007 1.52899 -2.22108  0.3776
H -6.04143 1.62179 -3.15262  0.2712
H -6.05379 2.15014 -1.48706  0.3027
H -8.12009 -0.71984 -1.67812  0.3171
H -5.11269 -3.52804 -0.52019  0.4300
H -3.35763 -1.78801 -0.83341  0.4412
H -2.02057 1.22822 -2.24256  0.1703
H -2.29704 -0.53664 -2.29567  0.4242

Atoms 1-2, force components in eV/Å:
0.306 -0.039 0.293
0.285 -0.051 -0.018

Calculated values
Kohn-Sham gap in eV: 5.49
Net charge: -2
Energy above the lowest of the compared OMol25 structures with the same formula, charge and spin in kcal/mol: 13.8

2.
C22H23ClN4NdO5 | the ωB97M-V functional and the def2-TZVPD basis

Last column: Löwdin spin population.
Geometry (Å):
Nd 0.00253 -0.23989 0.11497  3.0243
C -0.55014 3.78180 1.31675  0.0000
C -0.18748 2.35867 1.61715  0.0004
O 0.60831 1.76605 0.73388  -0.0064
C -0.65042 1.74351 2.72825  0.0016
C -0.29026 0.32441 2.96722  -0.0015
C 0.93086 0.05253 3.79590  0.0002
N -0.96618 -0.70155 2.57341  0.0007
N -2.30031 -0.58985 2.20429  0.0012
C -2.76354 -0.11088 1.10122  0.0003
O -2.08173 0.38419 0.10125  -0.0070
C -4.24918 -0.21928 0.93438  -0.0001
C -4.85479 0.47893 -0.10289  0.0000
C -6.22658 0.39001 -0.30633  0.0000
C -7.00100 -0.40929 0.52238  0.0001
C -6.39727 -1.11408 1.55882  0.0000
C -5.02906 -1.02038 1.76538  0.0001
H 0.35853 4.35678 1.12069  0.0000
H -1.10223 4.23562 2.13937  0.0000
H -1.16465 3.81438 0.41255  0.0000
H -1.27592 2.25763 3.44788  0.0001
H 0.74338 0.46217 4.79344  0.0000
H 1.80626 0.57716 3.40478  0.0000
H 1.11756 -1.01732 3.89139  0.0000
H -4.23456 1.08887 -0.74771  0.0000
H -6.68890 0.93689 -1.11925  0.0000
H -8.06970 -0.49216 0.35814  0.0000
H -6.99534 -1.75099 2.19999  0.0000
H -4.54140 -1.56574 2.56231  0.0000
Cl -2.99878 -5.39969 -2.70434  -0.0006
C -2.13901 -3.89676 -2.63645  -0.0022
C -0.76156 -3.87708 -2.89412  0.0002
C -0.07823 -2.69604 -2.84128  -0.0014
C -0.79315 -1.42570 -2.50047  -0.0006
C -0.08064 -0.19998 -2.44116  -0.0062
C -2.21597 -1.49830 -2.29963  -0.0012
C -2.89976 -2.66394 -2.36004  0.0006
H -0.24364 -4.80225 -3.11513  0.0000
H 0.98979 -2.67896 -3.01786  0.0000
H -0.67702 0.69307 -2.64264  0.0005
H 0.87128 -0.19563 -2.97636  -0.0002
H -2.75851 -0.58358 -2.09692  -0.0001
H -3.96761 -2.69556 -2.19564  0.0001
N 2.36467 -3.11511 2.30598  0.0001
C 3.29793 -2.99264 1.19214  0.0000
C 3.16559 -1.64107 0.52544  -0.0001
O 3.62928 -1.37026 -0.54196  0.0001
O 2.46202 -0.72091 1.23573  -0.0010
H 1.42215 -3.20890 1.93391  0.0000
H 2.22932 -1.15127 2.08021  0.0000
H 2.55685 -3.93615 2.85888  0.0000
H 3.18104 -3.74605 0.41346  0.0000
H 4.32421 -3.04472 1.56076  0.0000
O 0.55789 -4.89239 -0.07882  0.0021
C 0.45073 -3.71836 0.10863  0.0017
N 0.37783 -2.54246 0.33586  -0.0056

Atoms 1-2, force components in eV/Å:
1.070 -0.707 -1.725
0.031 0.089 -0.127

Calculated values
Spin multiplicity: 4
Kohn-Sham gap (alpha / beta) in eV: 6.13 / 6.12
Expectation value of S²: 3.75
Net charge: -1
Energy above the lowest of the compared OMol25 structures with the same formula, charge and spin in kcal/mol: 29.3

3.
C22H23ClO5S | the ωB97M-V functional and the def2-TZVPD basis

Last column: Mulliken charge in e.
Geometry (Å):
Cl 6.95147 0.37339 -2.77616  -0.1893
C 5.24526 0.36672 -2.84804  0.3785
C 4.54557 -0.85147 -2.91627  -0.8492
C 3.15651 -0.85803 -2.88418  -0.3406
C 2.41392 0.34317 -2.73235  0.6481
C 0.98319 0.33129 -2.63256  1.1047
C 0.17094 1.56793 -2.85374  -1.0278
C -1.30072 1.05244 -3.01130  -0.7218
C -1.15373 -0.43533 -2.97389  -0.3345
C 0.16238 -0.80789 -2.79151  -0.4365
C 3.14557 1.56874 -2.79674  -0.3523
C 4.53573 1.58026 -2.81255  -0.8023
H 5.10598 -1.78013 -2.97524  0.4008
H 2.62714 -1.80237 -3.00647  0.2872
H 0.26606 2.33054 -2.06584  0.4155
H 0.49506 2.02859 -3.80358  0.3649
H -1.90050 1.43650 -2.17724  0.2375
H -1.75153 1.42263 -3.94302  0.3673
H -1.99046 -1.11740 -3.10141  0.4991
H 0.54593 -1.82819 -2.82479  0.1577
H 2.60898 2.51490 -2.84414  0.3669
H 5.08527 2.51834 -2.78272  0.3868
C -3.38194 -4.10572 -0.22806  -1.3385
C -2.18519 -3.22861 -0.48109  0.4155
O -1.99331 -2.37679 0.67585  -0.3921
C -0.86116 -1.62953 0.58613  0.8466
C -0.88165 -0.47380 1.49863  -0.1179
O 0.22027 0.16595 1.82893  -0.3140
C 1.56900 -0.42750 1.71967  -0.6377
S -2.28030 -0.42545 2.72594  1.4644
C -1.84559 1.09569 3.59804  0.1310
C -1.61097 1.12044 4.97493  -0.4628
C -1.17123 2.31291 5.55872  -0.4348
C -1.02883 3.46806 4.78128  -0.4319
C -1.34939 3.43572 3.41753  -0.5826
C -1.76528 2.24502 2.82449  -0.3182
O -3.50029 -0.17260 1.98610  -0.6935
O -2.16795 -1.48526 3.70621  -0.7157
O 0.05869 -1.93175 -0.18241  -0.7315
H -3.64200 -4.61637 -1.16734  0.3888
H -3.15313 -4.87170 0.52063  0.3248
H -4.24452 -3.52226 0.10561  0.3157
H -1.28893 -3.82550 -0.65592  0.2857
H -2.34404 -2.57912 -1.34918  -0.2357
H 2.24833 0.42578 1.73073  0.2329
H 1.73627 -1.07995 2.58268  0.2662
H 1.62123 -0.98222 0.78394  0.2157
H -1.76172 0.22096 5.57094  0.4436
H -0.94012 2.33689 6.62643  0.3629
H -0.67765 4.40332 5.23504  0.3496
H -1.27833 4.33462 2.80507  0.3613
H -2.04823 2.21414 1.77427  0.4417

Atoms 1-2, force components in eV/Å:
0.323 -0.003 -0.064
-1.335 -0.023 0.197

Calculated values
Kohn-Sham gap in eV: 3.04

4.
C22H23EuN7O2S6 | the ωB97M-V functional and the def2-TZVPD basis

Last column: Löwdin spin population.
Geometry (Å):
Eu 0.12486 0.18633 0.05519  6.0662
O -2.02478 0.68379 0.07355  -0.0100
C -2.89444 0.42299 0.98740  0.0002
C -3.62202 1.46412 1.61878  -0.0008
C -4.57858 1.19082 2.56752  0.0001
C -4.88683 -0.13206 2.94082  -0.0010
C -4.19579 -1.15735 2.33805  0.0002
C -3.18933 -0.90851 1.39036  -0.0006
C -2.48463 -2.03861 0.81190  0.0003
N -1.44892 -1.97530 0.07019  -0.0049
C -0.87194 -3.23281 -0.38285  -0.0001
C 0.57122 -3.31736 0.08902  0.0000
N 1.27600 -2.15942 -0.43378  -0.0043
C 2.37880 -2.35327 -1.04007  0.0002
C 3.11032 -1.34167 -1.78215  0.0001
C 4.42349 -1.60732 -2.18835  0.0001
C 5.13735 -0.71204 -2.95304  0.0000
C 4.50085 0.47348 -3.35627  0.0001
C 3.19745 0.74126 -3.00681  -0.0001
C 2.45427 -0.15078 -2.19478  0.0001
O 1.22453 0.09705 -1.88595  -0.0086
H -3.37351 2.47978 1.33391  0.0000
H -5.10753 2.01314 3.03788  0.0000
H -5.64941 -0.33517 3.68153  -0.0001
H -4.40556 -2.18931 2.60755  0.0000
H -2.89572 -3.02527 1.06266  0.0000
H -0.87879 -3.24831 -1.47521  0.0000
H -1.43546 -4.10078 -0.02254  -0.0001
H 1.01815 -4.25908 -0.24591  -0.0001
H 0.58867 -3.29150 1.18103  0.0000
H 2.80400 -3.36517 -1.06387  -0.0001
H 4.88159 -2.54235 -1.87563  0.0000
H 6.16034 -0.91679 -3.24084  0.0000
H 5.04394 1.18891 -3.96512  0.0000
H 2.69599 1.64783 -3.32568  0.0000
S -0.77283 7.81155 1.79582  -0.0004
C -0.43831 6.22443 1.44002  -0.0003
S -0.29690 5.59987 -0.15340  -0.0005
C -0.07541 3.89696 0.22347  -0.0013
C -0.12887 3.60550 1.53631  -0.0011
S 0.04795 2.02433 2.24959  -0.0114
S -0.41157 4.96378 2.60632  -0.0004
S 0.21605 2.79754 -1.08748  -0.0160
C 4.73332 0.34542 0.73082  0.0000
S 3.17245 1.16894 1.12086  -0.0012
C 3.48611 2.72913 0.28013  0.0000
H 4.88884 0.28638 -0.34723  0.0000
H 4.68684 -0.66599 1.13834  0.0000
H 5.55646 0.88655 1.20030  0.0000
H 4.43673 3.13708 0.62961  -0.0001
H 2.67113 3.40152 0.54187  0.0000
H 3.49482 2.58545 -0.79868  -0.0001
N -1.56021 -0.20575 4.38563  -0.0001
N -0.33898 -0.51585 3.82044  0.0004
N 0.78190 -0.47630 4.49624  -0.0003
C 1.66091 -0.80715 3.55398  0.0002
N 1.07400 -1.05648 2.37970  -0.0022
N -0.21756 -0.85815 2.57576  -0.0022
H -1.41015 0.65565 4.89817  -0.0001
H -2.19927 -0.02725 3.61260  0.0000
H 2.72442 -0.84681 3.72274  0.0000

Atoms 1-2, force components in eV/Å:
0.163 0.455 -0.260
-0.293 0.008 0.164

Calculated values
Spin multiplicity: 7
Kohn-Sham gap (alpha / beta) in eV: 5.76 / 5.77
Expectation value of S²: 12.01
Net charge: -1
Energy above the lowest of the compared OMol25 structures with the same formula, charge and spin in kcal/mol: 0.0